(1)
DFT (the ωB97M-V functional and the def2-TZVPD basis) results for an isolated molecule of C4H6ClNO2 in a non-equilibrium geometry.

Calculated values
SMILES: CN1CC(=O)O[C@H]1Cl
HOMO energy in eV: -9.739
Total charge: 0
LUMO level in eV: 0.66
HOMO-LUMO gap in eV: 10.395
Relative energy (zero: lowest compared OMol25 entry of this formula, charge and spin) in kJ/mol: 151.5
Molecular weight in g mol⁻¹: 135.55

Element x y z (Å)
C 1.170 1.092 -0.593
N 0.248 -0.043 -0.580
C -1.090 0.262 -0.190
C -1.288 -0.295 1.156
O -2.191 -0.158 1.892
O -0.229 -1.136 1.409
C 0.590 -1.186 0.165
Cl 0.064 -2.671 -0.747
H 2.039 0.680 -0.902
H 0.936 2.005 -1.224
H 1.403 1.631 0.320
H -1.940 -0.102 -0.932
H -1.334 1.257 -0.325
H 1.623 -1.336 0.552

***

(2)
DFT (the ωB97M-V functional and the def2-TZVPD basis) results for an isolated molecule of C4H6ClOP in a non-equilibrium geometry.

Calculated values
SMILES: [H]/P=C(/C=O)[C@@H](C)Cl
HOMO energy in eV: -9.895
Total charge: 0
LUMO level in eV: -1.21
HOMO-LUMO gap in eV: 8.686
Relative energy (zero: lowest compared OMol25 entry of this formula, charge and spin) in kJ/mol: 191.8
Molecular weight in g mol⁻¹: 136.52

Element x y z (Å)
H -0.018 -0.932 -2.572
P -0.860 0.168 -2.315
C -0.645 0.160 -0.631
C -1.403 1.197 0.050
O -2.079 1.995 -0.558
C 0.211 -0.784 0.148
C 1.378 -0.088 0.830
Cl -0.823 -1.583 1.402
H -1.341 1.215 1.152
H 0.574 -1.598 -0.486
H 1.027 0.707 1.483
H 1.947 -0.801 1.421
H 2.031 0.345 0.074

***

(3)
DFT (the ωB97M-V functional and the def2-TZVPD basis) results for a structure of composition C4H6CoO in a non-equilibrium geometry.

Calculated values
HOMO energy (spin up / spin down) in eV: -5.472 / -9.126
Total charge: 0
Multiplicity: 6
LUMO level (spin up / spin down) in eV: 0.70 / -3.16
HOMO-LUMO gap (spin up / spin down) in eV: 6.172 / 5.967
Molecular weight in g mol⁻¹: 129.02

Element x y z (Å)
O -0.915 -0.885 -1.764
C 0.395 -0.842 -1.805
C 1.211 -0.017 -1.088
H 0.876 -1.650 -2.388
H 0.835 0.954 -0.749
H 2.269 -0.266 -0.984
Co -2.019 -0.609 -0.312
C -0.756 -0.130 1.290
C -0.553 1.098 1.801
H -0.383 -0.943 1.941
H -0.820 2.011 1.252
H -0.140 1.279 2.806